DFT (ωB97M-V/def2-TZVPD) results for a cluster of 2 separate species, C4H9NO in total.

Summary:
**Frontier orbital gap (alpha / beta)**: 7.7 / 7.6 eV
**Max |F|**: 4.085 eV/Å
**HOMO energy (alpha / beta)**: -7.9 / -7.8 eV

```
15
Properties=species:S:1:pos:R:3:nbo_charge:R:1
C -0.34017 0.26761 0.62598 0.256
C -0.35780 -0.22621 1.96391 -0.808
C -1.59462 0.32785 -0.11489 -0.772
C 1.51526 0.34210 -1.77353 -0.487
N 1.10432 -0.62623 -0.75857 0.073
O 1.94458 -1.21919 -0.04953 -0.358
H -1.30137 -0.50573 2.53312 0.206
H 0.07106 0.34024 2.74627 0.255
H 0.25555 -1.19740 2.05809 0.283
H -2.55467 0.34512 0.47647 0.210
H -1.75888 1.11803 -0.77517 0.228
H -1.77862 -0.61010 -0.75082 0.260
H 2.30889 -0.16532 -2.56772 0.219
H 1.93362 1.28847 -1.35379 0.225
H 0.55284 0.52077 -2.25983 0.210
```


DFT (ωB97M-V/def2-TZVPD) results for an isolated molecule of C4H9NO.

Summary:
**Frontier orbital gap**: 10.3 eV
**Max |F|**: 3.462 eV/Å
**HOMO energy**: -9.4 eV
**SMILES**: CCN(C)C=O

```
15
Properties=species:S:1:pos:R:3:nbo_charge:R:1
C -0.44418 -1.18958 0.12359 0.530
N 0.16053 -0.07193 0.60231 -0.439
C 0.63996 0.85252 -0.40161 -0.225
C -0.36547 1.41107 -1.36836 -0.625
C 0.21670 0.31546 2.00089 -0.398
O -0.23605 -1.72815 -0.94506 -0.605
H -0.80041 -1.77989 0.99323 0.094
H 1.13324 1.69804 0.10018 0.196
H 1.45790 0.41113 -0.99126 0.210
H -0.80766 0.64366 -2.00761 0.229
H 0.18833 2.04382 -2.08133 0.214
H -1.18006 2.00930 -0.96180 0.205
H 1.21342 0.18115 2.42767 0.202
H -0.53434 -0.29015 2.52990 0.211
H -0.12203 1.36205 2.08227 0.200
```


DFT (ωB97M-V/def2-TZVPD) results for an isolated molecule of C4H9NO.

Summary:
**Frontier orbital gap**: 10.5 eV
**Max |F|**: 0.800 eV/Å
**HOMO energy**: -9.5 eV
**SMILES**: C[C@@H](O)[C@H]1CN1

```
15
Properties=species:S:1:pos:R:3:nbo_charge:R:1
C 1.11333 0.92373 0.99072 -0.631
C 0.85593 0.11067 -0.25804 0.086
O 1.31452 -1.20059 0.02192 -0.710
C -0.62919 0.18706 -0.56912 -0.108
C -1.41519 -1.00647 -0.90859 -0.257
N -1.55012 -0.38304 0.41093 -0.596
H 2.10936 0.64371 1.39031 0.189
H 1.02362 1.99801 0.80432 0.214
H 0.36181 0.61316 1.72488 0.234
H 1.38604 0.49726 -1.14634 0.159
H 2.00684 -1.04991 0.68672 0.467
H -0.91644 1.14286 -1.01543 0.196
H -0.89256 -1.95639 -0.88592 0.217
H -2.22561 -0.91117 -1.62748 0.191
H -2.40724 0.16409 0.45386 0.350
```


DFT (ωB97M-V/def2-TZVPD) results for an isolated molecule of C4H9NO.

Summary:
**Frontier orbital gap**: 10.5 eV
**Max |F|**: 1.749 eV/Å
**HOMO energy**: -9.6 eV
**SMILES**: CC(C)NC=O

```
15
Properties=species:S:1:pos:R:3:nbo_charge:R:1
C -0.17366 1.29473 -0.57222 -0.588
C -0.34221 -0.20270 -0.30004 -0.046
C -0.01988 -1.28085 -1.34463 -0.619
N 0.66816 -0.25180 0.77186 -0.730
C 0.23812 0.42350 1.96586 0.548
O -0.69632 0.08069 2.64287 -0.515
H 0.80251 1.42956 -1.06837 0.218
H -0.25555 1.69451 0.48690 0.191
H -0.93418 1.86530 -1.08059 0.207
H -1.36142 -0.39612 0.07282 0.183
H -0.13496 -2.27440 -0.88356 0.212
H 1.01363 -1.21097 -1.70091 0.211
H -0.68649 -1.27060 -2.21438 0.221
H 0.99553 -1.17702 0.98592 0.384
H 0.88673 1.27616 2.23847 0.123
```


DFT (ωB97M-V/def2-TZVPD) results for a cluster of 2 separate species, C4H9NO in total.

Summary:
**Frontier orbital gap (alpha / beta)**: 8.6 / 8.6 eV
**Max |F|**: 0.590 eV/Å
**HOMO energy (alpha / beta)**: -9.2 / -9.2 eV
**SMILES**: C=C(C)N=O.C

```
15
Properties=species:S:1:pos:R:3:nbo_charge:R:1
C -0.35046 2.34926 0.42448 -0.856
C -0.76544 -0.62854 -1.02474 -0.327
C 0.00721 -1.15018 -0.07388 0.030
N -0.51740 -1.36018 1.27101 0.122
O -1.48983 -0.69828 1.54739 -0.281
C 1.40427 -1.66824 -0.22673 -0.650
H -0.47111 3.26673 1.00503 0.214
H 0.70873 2.08087 0.38049 0.209
H -0.72273 2.50798 -0.59141 0.209
H -1.77695 -0.31181 -0.78824 0.221
H -0.41262 -0.51176 -2.04492 0.208
H -0.91151 1.53830 0.89463 0.222
H 2.08287 -1.16612 0.47171 0.227
H 1.44223 -2.73945 -0.00185 0.232
H 1.77273 -1.50860 -1.24297 0.222
```


DFT (ωB97M-V/def2-TZVPD) results for an isolated molecule of C4H9NO.

Summary:
**Frontier orbital gap**: 7.9 eV
**Max |F|**: 0.871 eV/Å
**HOMO energy**: -7.2 eV

```
15
Properties=species:S:1:pos:R:3:nbo_charge:R:1
C -0.68268 -1.66602 0.69621 -0.633
C -0.69648 -0.51608 -0.29882 -0.222
N 0.06530 0.67792 0.15459 -0.455
C -0.28246 1.95600 -0.70528 -0.693
C 1.51107 0.48395 0.13965 0.545
O 2.05305 -0.45957 -0.37134 -0.520
H -1.33357 -2.46454 0.32487 0.231
H -1.06625 -1.35966 1.67628 0.205
H 0.32173 -2.08118 0.81966 0.227
H -1.70346 -0.14139 -0.48884 0.229
H -0.25342 -0.81781 -1.25059 0.228
H -0.24179 0.94227 1.08711 0.420
H -0.35931 1.55274 -1.72344 0.148
H 0.63705 2.56917 -0.68047 0.145
H 2.03124 1.32420 0.62039 0.144
```


DFT (ωB97M-V/def2-TZVPD) results for an isolated molecule of C4H9NO.

Summary:
**Frontier orbital gap**: 10.5 eV
**Max |F|**: 0.802 eV/Å
**HOMO energy**: -9.5 eV
**SMILES**: C/N=C(\C)OC

```
15
Properties=species:S:1:pos:R:3:nbo_charge:R:1
C -1.60298 1.41212 1.09722 -0.258
O -0.28972 0.90094 1.30295 -0.500
C 0.19579 0.12746 0.31137 0.578
N -0.47787 -0.07245 -0.74477 -0.524
C 0.09815 -0.95439 -1.74101 -0.438
C 1.53599 -0.46500 0.64154 -0.703
H -1.64220 2.04891 0.20846 0.193
H -1.83587 1.98792 1.99407 0.189
H -2.32189 0.59661 0.96546 0.192
H 0.80710 -0.45721 -2.41775 0.193
H 0.63219 -1.83585 -1.36202 0.174
H -0.70069 -1.38390 -2.35920 0.202
H 2.28970 -0.17589 -0.09958 0.232
H 1.85926 -0.16565 1.64043 0.239
H 1.45306 -1.56360 0.56283 0.231
```


DFT (ωB97M-V/def2-TZVPD) results for a cluster of 2 separate species, C4H9NO in total.

Summary:
**Frontier orbital gap**: 10.5 eV
**Max |F|**: 0.665 eV/Å
**HOMO energy**: -9.5 eV
**SMILES**: C1CN2C[C@@H]12.O

```
15
Properties=species:S:1:pos:R:3:nbo_charge:R:1
O -1.94258 -1.91329 -0.84132 -0.929
C -0.43109 -0.20130 0.72427 -0.452
C -0.28579 1.31966 0.72560 -0.222
N 0.71960 1.34222 -0.36124 -0.375
C 1.74559 0.33598 -0.07467 -0.271
C 0.44058 -0.09668 -0.59894 -0.146
H -2.46557 -1.10781 -0.92820 0.460
H 0.13133 -0.77989 1.46174 0.211
H -1.46456 -0.52841 0.83969 0.238
H -1.20335 1.74030 0.29704 0.193
H -0.02826 1.85276 1.64202 0.190
H 2.61675 0.42195 -0.71522 0.218
H 1.95194 0.02637 0.94823 0.191
H -1.04618 -1.56244 -0.81855 0.472
H 0.34903 -0.43895 -1.63742 0.224
```


DFT (ωB97M-V/def2-TZVPD) results for a cluster of 2 separate species, C4H9NO in total.

Summary:
**Frontier orbital gap**: 11.5 eV
**Max |F|**: 1.117 eV/Å
**HOMO energy**: -10.6 eV
**SMILES**: CCOC.C#N

```
15
Properties=species:S:1:pos:R:3:nbo_charge:R:1
C -0.02028 1.79176 -0.49951 -0.629
C -0.72033 0.44791 -0.43046 -0.066
N 2.03935 0.02831 3.12602 -0.328
C 1.61733 -0.18123 2.07202 0.051
O 0.25499 -0.57159 -0.59792 -0.564
C -0.26855 -1.88284 -0.51557 -0.255
H 0.53808 1.88096 -1.43677 0.218
H -0.75534 2.60033 -0.45182 0.219
H 0.67529 1.92172 0.33666 0.215
H -1.47059 0.35455 -1.23045 0.173
H -1.24401 0.32499 0.53244 0.168
H 1.22627 -0.36482 1.07547 0.249
H 0.34741 -2.52606 -1.15001 0.198
H -1.30972 -1.92212 -0.86297 0.178
H -0.23353 -2.26205 0.51656 0.173
```


DFT (ωB97M-V/def2-TZVPD) results for an isolated molecule of C4H9NO.

Summary:
**Frontier orbital gap**: 9.9 eV
**Max |F|**: 0.271 eV/Å
**HOMO energy**: -8.8 eV
**SMILES**: C=CON(C)C

```
15
Properties=species:S:1:pos:R:3:nbo_charge:R:1
C 0.91749 -0.58042 1.27614 -0.426
N 0.46715 0.07895 0.06396 -0.166
C 1.52701 0.30720 -0.90935 -0.432
C -2.13787 0.87768 -0.16847 -0.521
C -1.75394 -0.37222 -0.40266 0.136
O -0.46707 -0.82574 -0.52765 -0.400
H 1.55779 0.11574 1.82647 0.203
H 1.46960 -1.51084 1.07669 0.175
H 0.03809 -0.80148 1.88636 0.213
H 2.47638 0.47856 -0.39387 0.201
H 1.65314 -0.54810 -1.57949 0.198
H 1.30067 1.19427 -1.50280 0.202
H -1.41322 1.67497 -0.06421 0.219
H -3.18968 1.11595 -0.06986 0.210
H -2.44552 -1.20454 -0.51125 0.188
```


DFT (ωB97M-V/def2-TZVPD) results for a cluster of 2 separate species, C4H9NO in total.

Summary:
**Frontier orbital gap**: 10.4 eV
**Max |F|**: 2.327 eV/Å
**HOMO energy**: -9.5 eV
**SMILES**: C=NC.CC=O

```
15
Properties=species:S:1:pos:R:3:nbo_charge:R:1
C 1.86982 0.44405 -0.41065 -0.456
C 0.90314 -1.63356 -0.76104 -0.054
N 0.65397 -0.42273 -0.48273 -0.412
H 1.73989 0.94685 0.54676 0.230
H 2.82941 -0.01505 -0.65310 0.186
H 1.65423 1.19709 -1.17745 0.211
H 0.22475 -2.31864 -1.28217 0.171
H 1.85591 -2.07226 -0.43237 0.136
O -0.45363 1.68977 1.44282 -0.545
C -1.19912 1.27635 0.60498 0.472
C -2.10321 0.05808 0.68297 -0.736
H -1.10627 1.64338 -0.44785 0.097
H -1.77356 -0.58518 1.51434 0.228
H -3.08619 0.36089 1.05127 0.236
H -2.00914 -0.56905 -0.19578 0.239
```


DFT (ωB97M-V/def2-TZVPD) results for a cluster of 2 separate species, C4H9NO in total.

Summary:
**Frontier orbital gap**: 9.8 eV
**Max |F|**: 1.938 eV/Å
**HOMO energy**: -9.1 eV
**SMILES**: C=CO.C=NC

```
15
Properties=species:S:1:pos:R:3:nbo_charge:R:1
C 1.12420 0.59770 1.67967 -0.459
C 1.77659 -0.73342 -0.12905 -0.040
N 1.22235 0.34074 0.25105 -0.431
H 0.90918 -0.27741 2.29026 0.199
H 2.02666 1.10214 2.04658 0.202
H 0.33281 1.32294 1.88770 0.201
H 1.23205 -1.21476 -0.93945 0.193
H 2.51540 -1.19737 0.53167 0.144
C -2.25171 -0.56793 -0.82401 -0.518
C -1.31654 0.03873 -1.53986 0.153
O -0.86449 1.31977 -1.29826 -0.716
H -2.65621 -1.46128 -1.28641 0.208
H -2.74252 -0.09968 0.01759 0.204
H -0.73254 -0.44556 -2.31412 0.164
H -0.57521 1.27537 -0.37335 0.496
```


Calculated energy relative to the best compared isomer or geometry (same formula, charge and spin), 181.4, 26.5, 50.4, 43.8, 89.2, 93.5, 31.2, 84.9, 47.8, 80.2, 67.8, 85.9 kcal per mole (same order as the records).